The following is a quantum chemistry calculation of C36H84N4O24S6 as an isolated structure at a distorted geometry, from OMol25.

Output
Kohn-Sham gap	7.8	eV
F_max	2.4	eV Å⁻¹
lowest unoccupied orbital energy	0.030	eV

Geometry (Å):
C1 0.550 -1.009 5.567
C2 1.867 -1.772 5.449
N1 1.771 -3.230 5.351
C3 1.616 -3.874 6.656
C4 1.832 -5.377 6.658
C5 0.759 -3.691 4.427
C6 1.141 -3.330 2.981
H1 0.005 -0.994 4.622
H2 0.763 0.021 5.851
H3 -0.123 -1.486 6.283
H4 2.366 -1.430 4.535
H5 2.569 -1.568 6.258
H6 2.441 -3.443 7.238
H7 0.706 -3.579 7.201
H8 0.908 -5.924 6.460
H9 2.561 -5.707 5.917
H10 2.210 -5.676 7.635
H11 -0.256 -3.303 4.614
H12 0.655 -4.777 4.437
H13 2.159 -3.690 2.829
H14 1.050 -2.251 2.846
H15 0.532 -3.836 2.231
C7 -1.326 -0.640 -4.525
C8 -0.337 -1.776 -4.595
N2 0.806 -1.575 -3.703
C9 2.053 -1.460 -4.447
C10 2.122 -0.201 -5.296
C11 0.914 -2.657 -2.739
C12 -0.283 -2.839 -1.831
H16 -2.237 -0.764 -5.110
H17 -0.830 0.301 -4.793
H18 -1.644 -0.349 -3.515
H19 -0.801 -2.766 -4.539
H20 0.008 -1.785 -5.640
H21 2.885 -1.396 -3.736
H22 2.254 -2.363 -5.051
H23 3.160 0.022 -5.556
H24 1.510 -0.260 -6.194
H25 1.824 0.682 -4.726
H26 1.788 -2.489 -2.101
H27 1.208 -3.609 -3.220
H28 -0.793 -1.955 -1.463
H29 0.047 -3.491 -1.015
H30 -1.012 -3.516 -2.294
C13 -0.701 4.567 -6.496
C14 -1.537 4.178 -5.276
N3 -1.770 2.744 -5.149
C15 -2.585 2.223 -6.250
C16 -3.798 3.052 -6.679
C17 -2.421 2.497 -3.849
C18 -1.412 2.601 -2.711
H31 0.354 4.344 -6.353
H32 -0.935 5.579 -6.817
H33 -0.991 3.937 -7.342
H34 -0.995 4.542 -4.399
H35 -2.476 4.753 -5.227
H36 -1.900 2.106 -7.097
H37 -2.957 1.210 -6.099
H38 -4.473 3.208 -5.831
H39 -3.571 4.024 -7.114
H40 -4.407 2.471 -7.375
H41 -2.764 1.463 -3.847
H42 -3.276 3.165 -3.679
H43 -1.807 2.196 -1.782
H44 -1.141 3.646 -2.542
H45 -0.492 2.059 -2.938
C19 -2.620 -2.250 1.281
C20 -4.012 -2.645 1.701
N4 -4.456 -3.941 1.185
C21 -5.837 -4.288 1.475
C22 -6.068 -4.454 2.959
C23 -4.127 -4.182 -0.203
C24 -4.304 -5.639 -0.649
H46 -2.170 -1.543 1.983
H47 -2.643 -1.617 0.385
H48 -1.968 -3.102 1.104
H49 -4.071 -2.699 2.790
H50 -4.792 -1.908 1.430
H51 -6.033 -5.243 0.986
H52 -6.507 -3.551 0.994
H53 -5.453 -5.271 3.331
H54 -7.113 -4.674 3.189
H55 -5.874 -3.522 3.490
H56 -4.756 -3.527 -0.844
H57 -3.116 -3.883 -0.471
H58 -4.117 -6.383 0.123
H59 -5.299 -5.779 -1.075
H60 -3.609 -5.849 -1.466
C25 -3.366 3.512 0.262
C26 -3.197 3.772 1.734
O1 -4.153 2.936 2.406
S1 -5.281 2.390 1.428
O2 -6.493 3.064 1.716
O3 -5.270 0.986 1.386
O4 -4.694 3.013 0.086
H61 -2.700 2.701 -0.063
H62 -3.098 4.279 -0.460
H63 -3.513 4.793 1.964
H64 -2.190 3.601 2.093
C27 6.013 -0.119 1.361
C28 5.420 -1.042 2.432
O5 6.437 -2.032 2.620
S2 7.838 -1.288 2.646
O6 8.832 -2.140 2.106
O7 8.052 -0.677 3.905
O8 7.439 -0.163 1.595
H65 5.739 0.929 1.423
H66 5.802 -0.517 0.368
H67 4.538 -1.534 2.028
H68 5.196 -0.534 3.369
C29 3.068 5.297 -1.396
C30 1.951 5.150 -0.328
O9 2.462 4.258 0.659
S3 4.024 4.070 0.488
O10 4.377 2.752 0.826
O11 4.711 5.141 1.113
O12 4.015 4.277 -1.085
H69 3.530 6.283 -1.324
H70 2.706 5.208 -2.416
H71 1.042 4.727 -0.746
H72 1.792 6.129 0.119
C31 -2.174 7.344 3.965
C32 -1.317 6.188 4.469
O13 -0.293 6.083 3.494
S4 -0.755 6.606 2.063
O14 -1.029 5.500 1.231
O15 0.135 7.622 1.653
O16 -2.168 7.164 2.553
H73 -1.865 8.329 4.309
H74 -3.215 7.211 4.260
H75 -1.884 5.255 4.487
H76 -1.009 6.381 5.494
C33 4.713 -4.659 -2.401
C34 5.269 -3.252 -2.186
O17 4.552 -2.697 -1.065
S5 3.669 -3.828 -0.354
O18 2.477 -3.254 0.128
O19 4.517 -4.532 0.538
O20 3.454 -4.650 -1.679
H77 5.290 -5.431 -1.894
H78 4.507 -4.909 -3.434
H79 5.037 -2.597 -3.025
H80 6.331 -3.181 -1.967
C35 1.764 0.104 0.671
C36 1.002 0.849 -0.403
O21 -0.154 1.328 0.311
S6 0.164 1.677 1.843
O22 -0.723 0.938 2.654
O23 0.325 3.072 2.007
O24 1.601 0.978 1.813
H81 2.844 0.118 0.571
H82 1.251 -0.849 0.799
H83 0.707 0.323 -1.308
H84 1.543 1.750 -0.720